No. 1
# C30H32Cl2HfNO6PS2Se

A structure of composition C30H32Cl2HfNO6PS2Se (ωB97M-V/def2-TZVPD, the Open Molecules 2025 dataset).

```
76
Properties=species:S:1:pos:R:3:forces:R:3
Hf 0.04471 -1.57540 0.06569 -0.64 4.17 -1.54
O -0.79824 0.15959 0.81132 -0.15 0.82 0.67
S -2.33572 -0.05554 0.67075 -1.65 1.70 0.46
C -2.94021 1.02509 -0.71397 0.13 -0.23 0.03
C -1.86659 2.00941 -1.19885 0.06 -0.12 -0.07
C -1.42392 1.82842 -2.66313 0.04 -0.08 0.33
C -0.67847 0.52576 -2.94488 0.06 0.23 -0.14
S 1.09507 0.37281 -2.51161 -0.37 0.63 -0.04
O 1.13297 -0.28708 -1.13498 0.85 0.82 -0.83
C 1.52349 2.08063 -2.15316 0.18 -0.23 0.05
C 1.98640 2.88938 -3.17966 -0.05 -0.12 -0.11
C 2.34382 4.19934 -2.89904 -0.03 0.04 -0.02
C 2.25459 4.68283 -1.60114 0.03 0.01 -0.01
C 1.80944 3.85751 -0.57698 -0.01 0.02 -0.05
C 1.44248 2.54976 -0.85151 -0.04 -0.12 0.09
C -2.76095 1.27174 1.92908 0.09 -0.30 0.09
C -1.99651 2.38263 2.25831 0.13 0.03 -0.08
C -2.42612 3.26071 3.24459 -0.01 0.04 -0.01
C -3.61655 3.02592 3.91846 -0.08 -0.03 0.01
C -4.37294 1.90312 3.61214 0.01 0.07 0.01
C -3.94112 1.03160 2.62294 0.00 -0.04 -0.13
H -3.81089 1.53768 -0.31026 0.01 0.02 0.03
H -3.26505 0.34572 -1.49816 0.02 -0.04 0.02
H -1.00073 1.90140 -0.54606 0.03 0.13 -0.04
H -2.22757 3.03158 -1.08098 0.00 -0.01 0.07
H -0.82262 2.69030 -2.96047 -0.08 0.03 -0.05
H -2.31223 1.81941 -3.29977 0.03 0.03 -0.05
H -0.71412 0.25532 -4.00107 0.04 -0.01 0.01
H -1.12353 -0.28144 -2.34565 0.03 -0.18 -0.12
H 2.07051 2.50310 -4.18904 0.01 0.00 0.01
H 2.69807 4.83809 -3.69695 0.02 0.00 0.02
H 2.54867 5.70167 -1.38595 -0.02 0.00 0.00
H 1.74781 4.23049 0.43700 0.00 0.00 0.00
H 1.09781 1.88639 -0.06670 0.02 0.02 0.01
H -1.05431 2.56044 1.75098 -0.02 -0.02 0.00
H -1.83199 4.13121 3.49582 0.02 -0.02 -0.03
H -3.95433 3.71354 4.68328 0.03 -0.01 0.02
H -5.29056 1.70294 4.15083 0.00 0.00 -0.02
H -4.51966 0.14490 2.38258 -0.01 -0.01 0.04
Cl -4.82063 -1.84320 -0.16555 -0.02 0.18 0.12
C -3.77402 -2.77721 -1.19612 0.55 -0.07 -0.10
C -4.36474 -3.84186 -1.85401 0.07 -0.02 0.00
C -3.63370 -4.63358 -2.72067 -0.16 -0.11 -0.02
C -2.29705 -4.34878 -2.93592 0.23 -0.04 -0.14
C -1.72563 -3.29243 -2.27143 -0.46 0.30 0.27
Cl -0.04939 -2.88316 -2.53499 0.06 -0.32 -0.60
C -2.39703 -2.44576 -1.34333 -0.45 0.20 -0.73
N -1.71656 -1.38390 -0.82157 -1.21 -0.93 -0.40
H -5.41385 -4.03946 -1.68104 0.00 0.00 0.01
H -4.10477 -5.46658 -3.22318 0.02 0.00 -0.01
H -1.70202 -4.93913 -3.61944 0.01 -0.02 0.04
O -0.59839 -2.95387 1.30092 -0.91 -1.37 1.43
Se 0.56107 -4.04606 0.75939 0.81 -3.58 0.88
O 1.38277 -4.66687 1.96455 0.51 0.02 0.73
O 1.47818 -2.91213 -0.07594 1.97 -1.66 -0.12
O -0.06818 -5.09428 -0.24317 -0.49 -0.34 -0.57
C 2.09243 -1.97870 3.54093 -0.29 0.01 -0.09
P 1.79618 -0.91648 2.07974 1.48 0.55 0.83
C 1.95232 0.76628 2.84340 -0.39 -0.07 -0.22
C 3.40464 -1.04583 1.20336 -0.04 0.09 0.00
C 4.16723 -2.20951 1.24452 -0.06 0.00 -0.03
C 5.32562 -2.31300 0.48906 0.05 -0.06 0.00
C 5.73015 -1.26840 -0.32817 0.01 0.04 0.00
C 4.98054 -0.10174 -0.36831 -0.03 0.06 -0.01
C 3.82784 0.00627 0.39325 0.06 -0.05 0.10
H 2.03405 -3.03085 3.26859 0.01 0.00 0.01
H 1.30818 -1.77222 4.27052 -0.01 -0.02 0.00
H 3.06475 -1.74508 3.97389 0.00 0.04 -0.01
H 2.90768 1.21885 2.58671 0.01 -0.02 0.03
H 1.87805 0.68066 3.92630 -0.01 -0.01 0.01
H 1.13828 1.40670 2.49969 0.02 0.02 0.02
H 3.84561 -3.05439 1.84003 -0.01 0.00 0.00
H 5.91174 -3.22194 0.53616 -0.02 -0.01 -0.02
H 6.62378 -1.36080 -0.93178 0.02 0.00 0.03
H 5.28698 0.73235 -0.98854 0.03 -0.04 -0.01
H 3.25696 0.92512 0.35835 -0.02 0.02 -0.05
```
Positions in Å, forces in eV/Å.

## Properties
Energy relative to the best compared isomer or geometry (same formula, charge and spin) = 190.8 kJ/mol
HOMO = -7.23 eV
Orbital gap = 0.26570 Eh
DFT total energy = -168060.6199 eV
Charge = 0

Atom charges from the Mulliken analysis, given in e for atoms 1 to 4: atom 1 (Hf): 1.5721, atom 2 (O): -0.4224, atom 3 (S): 0.0495, atom 4 (C): -1.0729

No. 2
# C25H36F5GaNO18

A structure of composition C25H36F5GaNO18 (ωB97M-V/def2-TZVPD, the Open Molecules 2025 dataset).

```
86
Properties=species:S:1:pos:R:3:forces:R:3
C 1.19354 -0.41697 1.47614 -0.16 -0.41 -0.82
C 0.82888 -1.85076 1.13882 0.02 0.09 0.36
O 0.84935 -1.98960 -0.27538 0.05 -0.12 0.06
C -0.30908 -2.58011 -0.82506 -0.11 0.21 -0.29
C -1.53393 -1.67212 -0.74071 -0.39 -0.52 0.60
O -2.24522 -1.70274 -1.94608 0.39 0.42 -0.12
C -3.14040 -0.56236 -2.03629 -0.35 -0.15 0.23
Ga -4.75969 -0.61863 -0.75338 0.41 -0.21 -0.96
C -4.74051 0.89090 0.65635 0.22 0.52 0.54
C -3.66960 1.87103 0.42316 -0.04 0.27 -0.72
O -3.50380 2.49687 -0.62288 -0.05 -0.22 0.73
N -4.90036 -2.41006 0.01412 -0.51 0.65 0.53
C -5.04427 -2.53900 1.25983 -0.10 -0.24 -0.42
C -6.23518 -3.32058 1.83219 0.78 -0.56 -0.01
C -4.07374 -2.05080 2.32985 -0.42 0.27 0.20
H 2.06605 -0.18477 0.86633 0.29 0.20 0.30
H 1.37918 -0.27616 2.53346 0.03 0.15 0.10
H 0.38697 0.20880 1.09724 -0.07 0.29 0.29
H -0.14838 -2.09300 1.56158 -0.19 -0.05 -0.16
H 1.53667 -2.54637 1.59463 0.16 -0.07 -0.10
H -0.51590 -3.54968 -0.36545 0.07 -0.11 0.08
H -0.10269 -2.74175 -1.88217 0.11 -0.06 -0.07
H -1.23140 -0.65698 -0.46045 0.18 0.16 -0.27
H -2.19544 -2.02229 0.06015 -0.10 0.12 0.09
H -2.55401 0.35948 -1.94668 0.14 0.03 0.01
H -3.52363 -0.58454 -3.05655 -0.08 -0.05 -0.10
H -6.06097 -0.39278 -1.67554 -0.02 -0.04 0.21
H -4.70603 0.56251 1.69549 0.01 -0.09 0.02
H -5.67819 1.43524 0.52925 -0.19 -0.20 -0.32
H -2.97661 2.07422 1.26789 0.14 -0.20 -0.09
H -5.96302 -4.37997 1.82946 -0.07 -0.12 0.09
H -7.09839 -3.21724 1.18711 -0.13 0.18 -0.02
H -6.43672 -3.04562 2.86579 -0.23 0.07 0.03
H -3.47617 -1.20978 1.99388 0.20 -0.09 -0.17
H -3.42752 -2.87647 2.62957 0.12 -0.07 -0.04
H -4.61435 -1.73652 3.22425 0.03 0.05 0.12
C -2.91235 -3.57881 -4.21992 0.29 0.07 0.01
C -4.15589 -4.08451 -3.53158 -0.02 0.16 0.00
O -4.47561 -5.24511 -4.30372 0.15 -0.10 0.24
C -3.31681 -5.71954 -4.82592 -0.02 0.13 -0.06
O -3.18505 -6.79766 -5.30778 -0.02 -0.11 -0.10
O -2.33373 -4.80173 -4.71838 -0.12 0.05 0.03
F -5.17213 -3.20498 -3.60452 -0.13 -0.05 -0.16
H -3.16147 -2.92848 -5.06000 -0.15 -0.04 0.00
H -2.23577 -3.06201 -3.54678 0.06 -0.15 0.00
H -4.01115 -4.37077 -2.48903 -0.09 0.08 0.04
C -3.44998 5.21331 3.29845 0.12 0.09 -0.28
C -3.57666 5.47401 4.78114 -0.27 -0.13 0.00
O -3.84098 4.18624 5.29528 0.29 0.10 0.01
C -3.27029 3.27732 4.44228 -0.08 -0.01 -0.16
O -3.08738 2.14090 4.69807 -0.03 -0.13 0.06
O -2.93770 3.88045 3.27407 -0.04 0.10 0.20
F -4.61762 6.29758 5.07233 0.02 -0.05 0.02
H -4.42033 5.24095 2.80078 -0.07 0.03 0.12
H -2.76888 5.89580 2.79735 0.12 -0.15 -0.02
H -2.67381 5.87030 5.24977 -0.07 0.11 0.05
C 6.14044 -0.95873 1.20532 0.05 -0.14 -0.20
C 6.41613 0.07251 2.27574 -0.24 0.20 -0.18
O 5.16980 0.16861 2.93678 0.20 -0.23 0.18
C 4.53818 -1.03395 2.79553 -0.06 0.03 -0.18
O 3.60222 -1.37607 3.43298 -0.09 -0.05 0.09
O 5.14408 -1.77562 1.84097 0.11 0.16 0.11
F 6.74454 1.28776 1.76825 -0.04 -0.01 0.07
H 5.72602 -0.50987 0.30487 -0.03 0.16 0.08
H 7.01548 -1.54605 0.94362 -0.10 -0.16 0.08
H 7.18080 -0.21918 2.99922 0.08 0.10 -0.03
C 1.81141 2.55163 -2.90424 -0.18 0.20 0.01
C 1.61573 1.05118 -2.84806 0.07 -0.06 -0.12
O 2.76213 0.63063 -2.12741 -0.19 0.10 0.15
C 3.13358 1.65338 -1.31842 0.03 -0.07 0.06
O 3.87680 1.55143 -0.40102 0.27 0.01 0.07
O 2.52718 2.80704 -1.68849 -0.08 -0.14 -0.19
F 1.63391 0.49363 -4.08340 0.09 0.01 0.05
H 2.42944 2.83806 -3.75666 0.01 -0.13 -0.04
H 0.87814 3.10723 -2.92779 0.02 0.03 0.20
H 0.71894 0.72322 -2.31954 -0.03 -0.08 -0.09
C 9.54040 3.15487 -0.94097 0.12 0.07 0.20
C 8.42084 3.57408 -1.86657 0.08 -0.11 -0.20
O 7.84797 2.33327 -2.22844 -0.11 0.13 0.23
C 8.07153 1.46369 -1.20180 0.00 0.08 0.03
O 7.51279 0.43406 -1.05763 0.08 -0.25 -0.10
O 9.01365 1.95919 -0.36201 0.03 0.09 -0.12
F 8.88552 4.19643 -2.97944 -0.03 -0.06 0.01
H 10.44907 2.92287 -1.49858 -0.05 0.04 -0.12
H 9.76385 3.88979 -0.17249 -0.10 -0.12 0.13
H 7.65752 4.20018 -1.40210 0.01 0.08 -0.09
```
Positions in Å, forces in eV/Å.

## Properties
HOMO = -4.01 eV
Orbital gap = 0.20922 Eh
DFT total energy = -130817.2762 eV
Charge = -1

Atom charges from the Mulliken analysis, given in e for atoms 1 to 4: atom 1 (C): -0.7833, atom 2 (C): -0.1637, atom 3 (O): -0.3639, atom 4 (C): -0.9308

No. 3
# C4H12Cl2OSi2

A cluster of 2 separate species, C4H12Cl2OSi2 in total (ωB97M-V/def2-TZVPD, the Open Molecules 2025 dataset).

```
21
Properties=species:S:1:pos:R:3:forces:R:3
C 2.49608 -0.46766 0.74928 0.06 -0.85 1.19
C 0.70973 -1.90721 2.55559 0.29 -0.82 0.13
C -0.31107 2.11498 -1.10847 1.93 -0.46 -1.86
C -2.78310 0.23486 -1.92665 -1.17 0.63 1.29
O -0.31110 -0.86381 0.02496 -2.40 0.80 -4.23
Si 0.67265 -0.57458 1.17793 0.86 0.84 2.80
Si -0.88900 0.58516 -2.06667 -2.04 -0.03 5.32
Cl -3.82126 1.52318 -2.87227 1.14 -1.18 0.46
Cl -0.07057 -0.64071 -3.27641 1.35 -0.93 -1.72
H 2.69814 0.40034 0.19733 0.48 2.01 -0.11
H 3.01761 -0.53870 1.75923 -0.14 0.36 -1.58
H 2.89553 -1.16873 0.02094 -0.18 -0.95 0.42
H -0.08660 -1.89486 3.31313 0.15 0.48 -0.16
H 0.59830 -2.99443 2.15818 0.88 1.80 0.43
H 1.70419 -1.67084 3.08775 -1.42 -0.98 -0.62
H 0.81561 2.13378 -1.03165 -1.20 -0.23 0.07
H -0.59605 3.06907 -1.49560 -0.26 0.57 -0.93
H -0.74883 2.12483 -0.15118 -0.46 -0.78 1.37
H -3.08615 0.51650 -0.83116 0.76 -0.89 -1.95
H -3.16292 -0.82269 -2.17934 0.76 1.84 0.28
H 0.25881 0.84153 1.89510 0.62 -1.26 -0.58
```
Positions in Å, forces in eV/Å.

## Properties
Energy relative to the best compared isomer or geometry (same formula, charge and spin) = 668.8 kJ/mol
HOMO = -8.77 eV
Orbital gap = 0.28573 Eh
DFT total energy = -47190.3851 eV
Charge = 0

Atom charges from the natural (NBO) analysis, given in e for atoms 1 to 4: atom 1 (C): -1.1563, atom 2 (C): -1.1411, atom 3 (C): -1.1333, atom 4 (C): -0.8646